[1]
C25H28Cl5IN2OSi2Ti | ωB97M-V/def2-TZVPD

Cartesian coordinates (Å):
Ti (0.140461, -0.662255, -0.043054)
Cl (-1.354087, 1.664756, 2.178666)
C (-1.380815, 2.204976, 0.518023)
C (-0.786520, 1.408504, -0.457650)
C (-0.711035, 2.011973, -1.714650)
Cl (0.208798, 1.224750, -2.968558)
C (-1.267258, 3.253037, -2.017941)
Cl (-1.155064, 3.930171, -3.610305)
C (-1.919088, 3.968857, -1.018604)
Cl (-2.637474, 5.507166, -1.366762)
C (-1.960653, 3.448611, 0.269832)
Cl (-2.715791, 4.365711, 1.532712)
I (1.830028, -2.667705, 2.894491)
C (-0.249735, -2.450069, 2.687649)
C (-1.053137, -3.053585, 3.610323)
C (-2.451874, -2.860521, 3.569927)
C (-2.924421, -1.958566, 2.582160)
C (-2.056127, -1.399780, 1.701578)
N (-0.690247, -1.647707, 1.660784)
H (-0.598408, -3.667387, 4.376236)
H (-3.109158, -3.344154, 4.277926)
H (-3.974882, -1.703288, 2.508178)
H (-2.407361, -0.699857, 0.953871)
C (1.912493, 0.144233, 0.619703)
C (2.947244, 0.805241, 1.411271)
C (4.280895, 0.922268, 0.994651)
C (5.214758, 1.556674, 1.804368)
C (4.846573, 2.083171, 3.035009)
C (3.525751, 1.972146, 3.458607)
C (2.591837, 1.340405, 2.656002)
H (4.542814, 0.502811, 0.032778)
H (6.243656, 1.640249, 1.469995)
H (5.581734, 2.576497, 3.661691)
H (3.227426, 2.378352, 4.418788)
H (1.560215, 1.243596, 2.971985)
O (3.123657, -0.463123, -1.307447)
N (2.072917, -0.379246, -0.560668)
C (-3.220577, -3.192743, -3.412228)
Si (-2.559666, -2.544597, -1.740979)
C (-2.802745, -3.999105, -0.560022)
C (-3.841737, -1.186714, -1.372909)
C (-0.842553, -1.921996, -1.797276)
Si (0.462744, -3.102931, -2.346637)
C (1.675582, -2.256542, -3.507295)
C (1.419672, -3.846771, -0.901169)
C (-0.117785, -4.643856, -3.319675)
H (-4.297658, -3.379401, -3.344663)
H (-2.735401, -4.121072, -3.718834)
H (-3.057802, -2.453409, -4.202448)
H (-3.849726, -4.317572, -0.530902)
H (-2.490234, -3.764158, 0.457240)
H (-2.206628, -4.848795, -0.906331)
H (-4.829909, -1.490757, -1.731806)
H (-3.560640, -0.270619, -1.901894)
H (-3.940077, -0.939719, -0.316298)
H (-0.882482, -1.152442, -2.580718)
H (2.211048, -1.466132, -2.971523)
H (1.144022, -1.823495, -4.361009)
H (2.416000, -2.965673, -3.893198)
H (2.054583, -3.094258, -0.427550)
H (2.067805, -4.662061, -1.238240)
H (0.741801, -4.247357, -0.140908)
H (-0.567754, -4.370577, -4.277778)
H (-0.843136, -5.244985, -2.764739)
H (0.752028, -5.276975, -3.524578)

Atoms 1-6, force components in eV/Å:
0.0 0.0 0.1
0.0 0.0 0.0
0.0 0.0 0.0
0.1 -0.1 0.0
0.0 0.0 0.0
0.0 0.0 0.0

* LUMO energy (alpha / beta): 4.066 / 4.066 eV
* HOMO level (alpha / beta): -0.034 / -2.091 eV
* energy relative to the best compared isomer or geometry (same formula, charge and spin): 71.5 kJ/mol
* E_tot: -5181.334412 Ha
* molar mass: 780.720 g/mol
* net charge: -2
* frontier orbital gap (alpha / beta): 4.100 / 6.157 eV
* spin multiplicity: 3



[2]
C25H28ClCoN2O3Si2 | ωB97M-V/def2-TZVPD

Cartesian coordinates (Å):
Co (7.586755, 11.977881, 9.819756)
C (9.717133, 15.094162, 9.974067)
Si (8.250501, 15.199515, 8.779903)
C (8.807621, 14.158881, 7.292884)
C (7.577231, 17.001724, 8.636340)
C (8.368334, 18.162769, 8.472077)
C (7.733078, 19.421432, 8.349315)
C (6.338375, 19.533763, 8.548927)
C (5.564943, 18.429695, 8.847752)
C (6.186921, 17.149836, 8.903254)
Si (5.292271, 15.671407, 9.505916)
C (3.975456, 14.862141, 8.410464)
C (4.732481, 15.818584, 11.280387)
H (10.119859, 16.132678, 10.194369)
H (10.519551, 14.401956, 9.575117)
H (9.424294, 14.712411, 10.985468)
H (9.774502, 14.565440, 6.983193)
H (8.037049, 14.135814, 6.541409)
H (8.969595, 13.133740, 7.710763)
H (9.484457, 18.189287, 8.393396)
H (8.322531, 20.279209, 8.004952)
H (5.816628, 20.483113, 8.582184)
H (4.475532, 18.500537, 9.018699)
H (4.503459, 14.183406, 7.679629)
H (3.390111, 15.714492, 7.964768)
H (3.281240, 14.289518, 9.019092)
H (4.000726, 16.630912, 11.386943)
H (5.596620, 16.120417, 11.937195)
H (4.252212, 14.920542, 11.725174)
Cl (4.687580, 7.694893, 10.318968)
C (4.479392, 9.472846, 10.435781)
C (5.730622, 10.340732, 10.447987)
O (6.358199, 10.510642, 11.476202)
O (6.035320, 10.989178, 9.320589)
H (3.900864, 9.645154, 11.324411)
H (3.860548, 9.827193, 9.577750)
O (6.983869, 13.773273, 10.627408)
N (6.793232, 14.727016, 9.590275)
N (9.055311, 11.386582, 8.857394)
C (9.437545, 10.193776, 8.832023)
C (9.692174, 9.539397, 7.502972)
C (9.647078, 10.344605, 6.352372)
C (9.537822, 9.715817, 5.133100)
C (9.739201, 8.311371, 5.016195)
C (9.783126, 7.533019, 6.168867)
C (9.894449, 8.147189, 7.427431)
C (9.502140, 9.405660, 10.157634)
C (8.573862, 8.410344, 10.325069)
C (8.304681, 7.818847, 11.585127)
C (8.999503, 8.322366, 12.680530)
C (10.024466, 9.246182, 12.480056)
C (10.248376, 9.849728, 11.259075)
H (9.657591, 11.426054, 6.473809)
H (9.275822, 10.335656, 4.277688)
H (9.857829, 7.803145, 4.081300)
H (9.718121, 6.464778, 6.117376)
H (10.168310, 7.531496, 8.335121)
H (8.028907, 8.067524, 9.434388)
H (7.545195, 7.048383, 11.746784)
H (8.719349, 7.930977, 13.627610)
H (10.639604, 9.553578, 13.298332)
H (10.771812, 10.779030, 11.159938)

Atoms 1-6, force components in eV/Å:
0.3 0.0 0.8
0.5 0.3 0.8
2.2 1.0 -0.4
-0.5 0.2 1.5
0.4 0.1 0.4
-0.3 0.9 -0.6

* LUMO energy (alpha / beta): 0.390 / -2.094 eV
* HOMO level (alpha / beta): -7.789 / -7.934 eV
* E_tot: -3726.584107 Ha
* molar mass: 555.068 g/mol
* net charge: 0
* frontier orbital gap (alpha / beta): 8.179 / 5.839 eV
* spin multiplicity: 5